1.
{
  "formula": "C34H86N2O18",
  "method": "wB97M-V/def2-TZVPD",
  "species": ["C", "C", "C", "C", "C", "C", "C", "C", "C", "N", "O", "H", "H", "H", "H", "H", "H", "H", "H", "H", "H", "H", "H", "H", "H", "H", "H", "H", "H", "H", "C", "C", "C", "C", "C", "C", "C", "C", "C", "N", "O", "H", "H", "H", "H", "H", "H", "H", "H", "H", "H", "H", "H", "H", "H", "H", "H", "H", "H", "H", "O", "C", "C", "O", "H", "H", "H", "H", "H", "H", "O", "C", "C", "O", "H", "H", "H", "H", "H", "H", "O", "C", "C", "O", "H", "H", "H", "H", "H", "H", "O", "C", "C", "O", "H", "H", "H", "H", "H", "H", "O", "C", "C", "O", "H", "H", "H", "H", "H", "H", "O", "C", "C", "O", "H", "H", "H", "H", "H", "H", "O", "C", "C", "O", "H", "H", "H", "H", "H", "H", "O", "C", "C", "O", "H", "H", "H", "H", "H", "H"],
  "coordinates": [[16.36196, 9.00933, 8.92472], [16.00851, 9.17292, 10.45361], [14.73304, 8.29579, 10.71275], [17.16634, 8.72458, 11.27212], [18.31580, 9.68765, 11.32358], [17.93877, 11.08678, 11.75395], [16.81772, 11.62416, 10.89777], [16.36053, 12.94034, 11.48547], [17.48500, 12.04050, 9.55518], [15.74187, 10.58138, 10.84697], [14.67352, 11.27657, 10.10017], [16.45189, 7.97480, 8.62829], [15.56617, 9.53721, 8.33951], [17.34357, 9.51612, 8.68945], [13.92716, 8.57636, 10.02747], [15.02255, 7.26349, 10.46431], [14.39730, 8.34516, 11.73703], [16.80422, 8.44380, 12.29881], [17.54444, 7.81047, 10.84082], [19.03919, 9.24668, 12.00859], [18.79087, 9.68315, 10.36083], [18.86698, 11.75053, 11.73302], [17.66489, 11.10053, 12.84096], [15.83249, 12.78145, 12.41990], [15.79424, 13.52344, 10.79953], [17.29661, 13.44958, 11.77091], [18.29177, 12.77650, 9.77846], [16.82304, 12.42616, 8.79000], [17.98847, 11.16030, 9.16783], [13.89095, 11.12873, 10.64392], [16.06470, 15.51636, 9.17255], [15.32998, 16.80163, 8.80072], [16.37903, 17.90503, 8.57554], [14.59563, 16.62919, 7.48622], [13.67180, 17.80688, 7.20157], [12.67252, 17.88691, 8.33891], [13.29473, 18.11675, 9.65661], [13.91393, 19.55562, 9.81246], [12.23542, 17.96695, 10.69933], [14.26331, 16.98799, 9.83892], [14.96496, 17.21245, 11.04446], [16.75848, 15.19083, 8.41434], [16.60998, 15.60539, 10.09369], [15.32641, 14.67546, 9.22193], [15.92040, 18.77503, 8.05150], [16.79053, 18.33230, 9.50098], [17.26438, 17.55489, 7.99655], [15.35390, 16.53469, 6.69005], [14.00768, 15.67862, 7.49141], [14.27042, 18.69684, 7.05252], [13.23168, 17.57567, 6.22755], [12.04834, 16.99454, 8.34631], [12.06424, 18.72146, 8.04783], [14.32104, 19.92657, 8.85761], [14.70552, 19.45913, 10.53814], [13.17613, 20.20006, 10.23593], [11.61757, 17.06942, 10.64406], [11.48482, 18.77933, 10.65563], [12.69430, 17.99330, 11.67210], [14.43674, 16.73643, 11.71551], [8.53049, 14.18536, 10.43593], [8.50865, 15.49132, 9.76433], [7.21319, 16.23534, 10.07106], [7.33068, 16.52859, 11.46752], [9.16788, 13.62231, 9.96104], [9.38433, 16.12506, 9.96120], [8.49737, 15.25706, 8.67406], [6.32178, 15.67604, 9.84974], [7.18156, 17.11835, 9.39806], [6.98683, 15.73663, 11.90903], [16.39145, 14.21391, 17.50029], [16.43487, 15.36603, 16.70272], [15.85868, 15.18671, 15.32292], [14.44273, 15.11414, 15.38100], [15.44558, 13.94031, 17.57386], [15.87832, 16.16583, 17.20737], [17.49645, 15.63861, 16.64821], [16.38495, 14.35895, 14.89300], [16.19474, 16.01971, 14.67075], [14.21672, 14.17158, 15.46272], [12.21607, 10.90897, 11.44016], [12.64224, 10.63839, 12.83145], [11.38827, 10.91070, 13.70264], [11.70527, 10.99061, 15.08205], [12.11559, 10.06129, 10.96690], [12.93551, 9.60563, 12.98477], [13.45977, 11.33543, 13.07256], [10.60350, 10.14406, 13.62255], [11.00736, 11.87068, 13.31917], [11.01405, 11.30430, 15.63822], [16.45348, 11.30871, 17.77106], [15.18124, 11.21109, 17.06148], [15.28068, 11.53358, 15.52395], [14.33841, 12.51071, 15.16712], [16.70153, 12.22693, 17.66641], [14.80819, 10.22576, 17.21654], [14.50239, 11.93105, 17.52415], [15.10909, 10.66382, 14.91523], [16.27724, 11.95072, 15.32787], [13.44741, 12.11330, 15.30342], [12.93442, 14.60426, 10.39846], [13.01173, 14.02736, 11.71486], [12.45330, 14.91160, 12.77809], [13.28432, 16.04579, 12.99802], [13.51091, 15.35240, 10.24506], [12.48010, 13.06170, 11.68218], [14.06205, 13.84549, 11.91484], [12.40024, 14.29664, 13.67130], [11.49478, 15.26291, 12.47143], [13.57488, 15.85361, 13.90807], [7.99243, 16.78287, 14.59499], [9.36598, 17.14760, 14.75818], [9.99007, 17.72779, 13.52363], [9.47534, 18.91336, 13.04348], [8.01303, 16.27948, 13.77330], [9.41899, 17.84032, 15.60707], [10.02154, 16.32809, 15.12213], [9.97299, 16.96922, 12.73439], [11.05857, 17.86373, 13.69628], [8.54965, 18.93433, 13.29563], [6.39230, 13.59159, 12.14833], [6.75937, 13.43297, 13.52822], [8.11287, 12.88852, 13.78257], [9.14820, 13.69460, 13.26009], [7.19553, 13.56120, 11.58017], [6.61925, 14.37145, 14.05507], [6.04929, 12.70126, 13.96026], [8.11675, 11.88824, 13.33983], [8.31604, 12.71537, 14.84524], [8.94425, 13.90348, 12.31520], [9.57480, 11.35436, 7.14062], [10.90121, 11.35130, 7.56562], [11.54402, 12.62435, 8.05124], [10.97873, 13.14895, 9.29194], [9.50384, 11.83034, 6.29464], [10.84108, 10.58966, 8.36287], [11.43842, 11.01877, 6.66304], [11.60028, 13.44984, 7.31982], [12.59396, 12.41126, 8.17560], [11.55082, 13.90234, 9.46172]],
  "mulliken_charge": [-1.38, 1.43, -1.82, -1.06, -0.85, -0.70, 1.50, -0.74, -1.60, 0.65, -0.21, 0.50, 0.15, 0.33, 0.25, 0.51, 0.18, 0.30, 0.36, 0.43, 0.43, 0.41, -0.02, -0.43, -0.60, 0.68, 0.40, 0.10, 0.53, 0.14, -2.31, 2.18, -1.74, -1.06, -0.84, -1.35, 2.35, -1.76, -2.17, 1.53, -0.83, 0.69, 0.71, -0.38, 0.31, 0.28, 0.43, 0.47, -0.01, 0.34, 0.49, -0.02, 0.50, 0.28, 0.37, 0.53, -0.46, 0.71, 0.60, 0.17, -0.27, 0.22, -0.82, -0.52, 0.14, -0.17, 0.40, 0.36, 0.39, 0.29, -0.56, -0.78, -0.03, -0.54, 0.26, 0.31, 0.38, -0.03, 0.39, 0.50, -0.53, 0.44, 0.03, -0.53, 0.23, 0.44, -0.47, 0.35, -0.23, 0.28, -0.61, -0.88, -0.10, -0.17, 0.47, 0.47, 0.30, 0.27, 0.24, 0.14, 1.42, 1.52, -0.48, -0.62, -0.68, -0.32, -0.81, 0.46, -0.59, 0.40, -0.59, -0.59, 0.51, -0.59, 0.29, 0.45, 0.17, -0.36, 0.32, 0.39, -0.55, -0.50, -0.46, -0.14, 0.34, 0.23, 0.39, 0.33, 0.43, 0.16, -0.56, -0.93, 0.15, -0.35, 0.31, 0.12, 0.46, 0.57, -0.18, -0.05],
  "smiles": "CC1(C)CCCC(C)(C)N1O.CC1(C)CCCC(C)(C)N1O.OCCO.OCCO.OCCO.OCCO.OCCO.OCCO.OCCO.OCCO",
  "gap_ev": 8.78,
  "total_charge": 0,
  "largest_force_ev_per_a": 2.45,
  "energy_ha": -2810.6717,
  "molar_mass_g_mol": 811.058,
  "de_lowest_ev": 0.6467
}



2.
{
  "formula": "C34H89N3O11",
  "method": "wB97M-V/def2-TZVPD",
  "species": ["C", "O", "C", "C", "C", "N", "H", "H", "H", "H", "H", "H", "H", "H", "H", "H", "H", "C", "O", "C", "C", "N", "C", "C", "O", "C", "H", "H", "H", "H", "H", "H", "H", "H", "H", "H", "H", "H", "H", "H", "H", "C", "O", "C", "C", "N", "C", "C", "O", "C", "H", "H", "H", "H", "H", "H", "H", "H", "H", "H", "H", "H", "H", "H", "H", "C", "C", "C", "O", "H", "H", "H", "H", "H", "H", "H", "H", "C", "C", "C", "O", "H", "H", "H", "H", "H", "H", "H", "H", "C", "C", "C", "O", "H", "H", "H", "H", "H", "H", "H", "H", "C", "C", "C", "O", "H", "H", "H", "H", "H", "H", "H", "H", "C", "C", "C", "O", "H", "H", "H", "H", "H", "H", "H", "H", "C", "C", "C", "O", "H", "H", "H", "H", "H", "H", "H", "H"],
  "coordinates": [[-1.61909, -9.44922, 3.11423], [-1.07889, -8.46737, 2.21618], [-1.80503, -8.21585, 1.03299], [-1.12966, -7.15410, 0.20959], [-2.13539, -6.67326, -0.86741], [0.16338, -7.63287, -0.45048], [-1.64401, -10.44893, 2.62370], [-2.56828, -9.11988, 3.49263], [-0.86959, -9.65960, 3.88880], [-1.81265, -9.17290, 0.49008], [-2.74324, -7.87641, 1.40081], [-0.91598, -6.40529, 0.98197], [-2.17741, -7.47980, -1.55420], [-1.59328, -5.92292, -1.47466], [-3.11931, -6.48019, -0.47279], [0.68130, -6.79347, -0.73789], [0.72247, -8.03249, 0.34419], [1.60987, 3.97308, 3.43361], [0.95471, 2.81933, 3.08700], [1.10250, 1.78455, 3.98437], [2.37936, 1.01803, 3.71965], [2.37279, 0.50762, 2.34471], [3.74973, 0.16110, 1.96710], [3.90049, 0.15179, 0.46090], [3.35108, 1.39485, 0.02145], [3.54224, 1.85898, -1.30362], [1.36116, 4.31978, 4.42547], [1.38557, 4.72379, 2.62608], [2.71600, 3.86440, 3.45043], [0.21788, 1.19245, 3.75262], [1.00983, 2.04164, 5.06595], [2.37048, 0.19169, 4.45351], [3.26045, 1.64759, 3.89002], [2.11196, 1.28401, 1.75092], [3.97480, -0.88222, 2.25419], [4.53760, 0.72391, 2.38997], [3.33606, -0.67910, -0.04259], [4.96407, 0.16963, 0.14693], [4.56734, 2.38750, -1.37732], [2.84166, 2.64827, -1.58183], [3.50826, 1.09647, -2.09529], [-0.60057, -2.64838, -4.10233], [0.00037, -1.42076, -3.81770], [0.07828, -0.47228, -4.90344], [1.07848, 0.59559, -4.40392], [1.18339, 1.61725, -5.36389], [2.08145, 2.73717, -5.06511], [2.06663, 3.76290, -6.16792], [2.86734, 4.85836, -5.74133], [2.07720, 6.01480, -5.68863], [-0.43767, -3.08240, -5.11894], [-1.63911, -2.67923, -3.82818], [-0.05431, -3.40355, -3.50843], [-0.95677, -0.04803, -5.01466], [0.37884, -0.95659, -5.87007], [2.06173, 0.18829, -4.22735], [0.69497, 0.85039, -3.44849], [0.24741, 1.98773, -5.56994], [3.11377, 2.34413, -4.92832], [1.84839, 3.26033, -4.10700], [0.99502, 3.99416, -6.27495], [2.39926, 3.32392, -7.07930], [1.31631, 5.73445, -4.94308], [1.62274, 6.33576, -6.59110], [2.69490, 6.83914, -5.28213], [-2.07829, -1.92776, 3.45531], [-1.30954, -2.30144, 4.71411], [-0.28008, -1.24388, 5.12503], [-2.15222, -2.34996, 5.90688], [-2.57158, -0.98509, 3.62237], [-2.73036, -2.67261, 3.10917], [-1.29562, -1.64739, 2.70426], [-0.82626, -3.28475, 4.54281], [0.44059, -1.11489, 4.28086], [0.19617, -1.35172, 6.11372], [-0.85143, -0.31387, 5.18212], [-3.03695, -2.60522, 5.67566], [-0.13750, 6.60636, 0.38106], [0.05400, 5.54155, -0.68362], [-0.04565, 4.10127, -0.16563], [-0.85480, 5.77352, -1.74291], [0.53431, 6.49596, 1.21057], [-1.10915, 6.67638, 0.83686], [0.19342, 7.66736, 0.07492], [1.08480, 5.72468, -1.13376], [-0.98274, 3.91042, 0.38962], [0.66414, 3.93457, 0.63542], [0.01011, 3.35072, -0.94346], [-1.76386, 5.80166, -1.39694], [-2.68710, 2.02577, 2.52474], [-3.00278, 3.30236, 3.26662], [-3.15917, 3.03297, 4.74568], [-1.89090, 4.34584, 3.05946], [-2.54046, 2.21825, 1.50995], [-3.60119, 1.38250, 2.59243], [-1.83658, 1.55880, 2.91278], [-3.85362, 3.89777, 2.96570], [-4.00662, 2.38745, 4.97554], [-3.30961, 4.00066, 5.25911], [-2.20869, 2.59345, 5.08499], [-1.13751, 4.11720, 3.64795], [0.13696, 0.26623, -0.48243], [-0.51905, -0.76775, 0.48229], [-1.35734, -1.85369, -0.28468], [0.37449, -1.49994, 1.29676], [-0.58657, 0.85656, -1.06043], [0.97671, -0.16982, -1.05328], [0.60398, 1.12836, 0.10848], [-1.29662, -0.26766, 1.04441], [-0.59486, -2.46980, -0.81327], [-2.00706, -1.37732, -1.03178], [-1.83835, -2.55847, 0.43950], [1.03892, -0.94481, 1.67757], [2.92528, -5.42673, 0.86900], [1.58870, -4.98744, 1.34243], [1.81234, -4.16053, 2.64002], [0.89179, -4.26501, 0.33688], [3.48993, -5.91576, 1.68332], [3.44555, -4.51037, 0.55156], [2.84271, -6.09100, -0.02659], [0.89714, -5.78603, 1.61831], [0.97827, -3.60554, 2.88274], [2.58732, -3.42292, 2.45920], [2.15426, -4.79735, 3.49388], [0.82740, -3.34543, 0.61982], [-3.39080, 4.85701, -4.45672], [-2.67286, 3.56143, -4.04211], [-2.88111, 2.37605, -5.02413], [-1.24774, 3.74058, -3.85898], [-3.49150, 5.59794, -3.63991], [-4.39891, 4.54497, -4.77697], [-2.87611, 5.33461, -5.27689], [-3.01850, 3.28742, -3.06807], [-2.49191, 2.73347, -6.01965], [-3.95121, 2.18879, -5.18235], [-2.38296, 1.47550, -4.67561], [-1.08480, 4.47781, -3.22743]],
  "mulliken_charge": [-0.78, -0.25, -0.98, 1.23, -1.67, -0.82, 0.29, 0.30, 0.24, 0.38, 0.43, -0.10, 0.49, 0.25, 0.39, 0.25, 0.38, -0.57, 0.40, 0.23, -1.10, 0.36, -1.03, -0.46, -0.24, -0.86, 0.42, -0.20, 0.25, -0.77, 0.45, 0.41, 0.50, -0.08, 0.27, 0.60, 0.16, 0.55, 0.32, 0.12, 0.39, -0.80, -0.14, -0.62, -0.04, -0.31, 0.08, -0.72, -0.38, -0.52, 0.36, 0.31, 0.16, 0.06, 0.33, 0.36, -0.09, 0.27, 0.35, -0.06, 0.31, 0.37, 0.13, 0.30, 0.25, -0.83, 0.53, -0.49, -0.58, 0.50, 0.54, -0.32, 0.09, -0.20, 0.40, 0.06, 0.33, -1.32, 0.26, 0.02, -0.55, 0.33, 0.32, 0.34, 0.18, 0.16, -0.17, -0.02, 0.31, -0.13, 0.20, -1.29, -0.55, 0.36, 0.48, -0.71, 0.34, 0.41, 0.33, 0.24, 0.27, -0.20, 0.97, -1.49, 0.87, 0.48, 0.09, -0.58, -0.60, 0.23, 0.51, 0.23, -0.20, -1.39, 1.01, -1.25, -0.28, 0.36, 0.28, 0.32, -0.04, 0.02, 0.21, 0.49, -0.06, -1.36, 0.66, -1.02, -0.17, 0.30, 0.39, 0.30, 0.25, 0.32, 0.48, -0.11, 0.08],
  "smiles": "COC[C@H](C)N.COCCNCCOC.COCCNCCOC.CC(C)O.CC(C)O.CC(C)O.CC(C)O.CC(C)O.CC(C)O",
  "gap_ev": 9.07,
  "total_charge": 0,
  "largest_force_ev_per_a": 3.07,
  "energy_ha": -2340.5173,
  "molar_mass_g_mol": 716.096,
  "de_lowest_ev": 0.0000
}